No. 1
# C10H15N4O3SV

A structure of composition C10H15N4O3SV (wB97M-V/def2-TZVPD, the Open Molecules 2025 dataset).

```
34
Properties=species:S:1:pos:R:3:mulliken_charge:R:1
V 0.47408 0.78272 0.56152 1.44
O 3.03443 -0.42785 3.50971 0.08
C 3.12895 -0.38201 2.40301 0.09
O 0.48551 0.59096 2.07563 -0.52
C 3.37813 -0.36091 0.99529 0.81
C 4.64457 -0.77518 0.62931 -0.54
C 4.97553 -0.76009 -0.73957 -0.36
C 4.02678 -0.32607 -1.63710 -0.76
C 2.76630 0.08381 -1.17092 0.19
N 2.40929 0.06895 0.11642 -0.16
H 5.36400 -1.09930 1.37626 0.55
H 5.96145 -1.07878 -1.06214 0.53
H 4.23146 -0.28410 -2.70085 0.45
H 2.03468 0.44637 -1.88743 0.48
N -4.10496 -0.99221 -0.61136 -0.12
C -3.55153 -1.15483 0.77827 -0.86
C -2.03140 -1.03213 0.78463 -0.55
N -1.56683 0.27747 0.19247 0.04
C -2.11074 0.39324 -1.20852 -0.64
C -3.63282 0.28912 -1.24212 -0.85
H -5.13273 -0.98965 -0.56835 0.38
H -3.86546 -1.79988 -1.19791 0.39
H -3.84594 -2.13171 1.16244 0.44
H -4.02187 -0.39129 1.40022 0.40
H -1.56890 -1.83898 0.21174 0.47
H -1.69430 -1.10398 1.81830 0.38
H -2.00568 1.02123 0.74758 0.37
H -1.65164 -0.39512 -1.80907 0.48
H -1.82993 1.35692 -1.63342 0.39
H -3.98413 0.32411 -2.27352 0.43
H -4.10681 1.10591 -0.69525 0.40
O 2.31367 4.11292 0.84221 -0.21
S 0.93526 3.99100 0.53144 0.75
N 0.54157 2.47935 0.30108 -0.38
```

Values from the calculation:
Highest occupied orbital energy: -0.903 hartree
Electronic energy: -2175.2929 Ha
Net charge: +4


No. 2
# C10H15NO

A cluster of 2 separate species, C10H15NO in total in a non-equilibrium geometry (wB97M-V/def2-TZVPD, the Open Molecules 2025 dataset).

```
27
Properties=species:S:1:pos:R:3:mulliken_charge:R:1
C 2.67801 0.47649 1.60978 -1.29
C -0.62732 -0.27677 3.21193 -0.32
C 0.62032 0.35155 2.95780 -0.58
C -1.01466 -1.42557 2.62952 -0.63
C 1.23992 -0.19659 1.87122 0.93
C -0.37284 -1.90597 1.51831 -0.33
C 0.72687 -1.12782 0.97228 -1.14
H -1.18669 0.30447 3.96080 0.31
H 0.94740 1.16686 3.61905 0.30
H -1.76491 -1.89860 3.07793 0.54
H -0.86559 -2.74098 0.96580 0.32
H 2.63319 1.14334 0.83294 0.33
H 3.23284 -0.42469 1.69878 0.41
H 1.27661 -1.43487 0.17431 0.91
H 3.02336 1.05253 2.62639 0.27
C -0.04184 1.56014 -2.96579 -0.14
C 0.46206 1.64413 -1.53114 -1.45
C -1.06559 0.39446 -3.13809 0.33
O -1.98938 0.34253 -3.85791 -0.58
N -1.03511 -0.58466 -2.14512 -0.32
H -0.55348 2.67327 -3.16038 0.23
H 0.81955 1.45562 -3.63618 0.23
H 1.05321 0.81332 -1.24582 0.29
H -1.57403 -1.32754 -2.40368 0.17
H -0.44704 -0.68353 -1.25572 0.22
H -0.23083 1.83278 -0.78763 0.51
H 1.16765 2.45601 -1.40239 0.46
```

Values from the calculation:
Highest occupied orbital energy: -0.348 hartree
Electronic energy: -519.9520 Ha
SMILES string: Cc1ccccc1.CCC(N)=O


No. 3
# C10H15NO3S

An isolated molecule of C10H15NO3S (wB97M-V/def2-TZVPD, the Open Molecules 2025 dataset).

```
30
Properties=species:S:1:pos:R:3:mulliken_charge:R:1
C -5.31442 0.94897 0.10793 -0.73
H -5.65204 1.60425 0.90824 0.24
O -4.07689 0.42556 0.51033 -0.29
C -3.51378 -0.45198 -0.44104 -0.73
C -2.16588 -0.94131 0.07345 -0.31
C -1.16460 0.20751 0.19977 -0.88
N 0.12972 -0.22193 0.68800 -0.25
S 1.06717 -1.12479 -0.38204 1.31
O 1.15957 -2.47897 0.09065 -0.69
O 0.59901 -0.88668 -1.71583 -0.65
C 2.64729 -0.32097 -0.15599 0.28
C 3.56563 -0.85454 0.72565 -0.37
C 4.77168 -0.20120 0.92162 -0.56
C 5.03864 0.97387 0.23658 -0.38
C 4.10856 1.49843 -0.64795 -0.58
C 2.90239 0.84718 -0.84612 -0.46
H 2.15975 1.21771 -1.53410 0.40
H 4.32474 2.41127 -1.18210 0.39
H 5.97920 1.48200 0.38963 0.37
H 5.50184 -0.60769 1.60503 0.39
H 3.32651 -1.77694 1.23064 0.42
H 0.06567 -0.71790 1.56530 0.33
H -1.55588 0.97281 0.87400 0.40
H -0.98502 0.64776 -0.78215 0.29
H -1.76217 -1.68631 -0.61369 0.36
H -2.31035 -1.40518 1.05145 0.33
H -4.18855 -1.30697 -0.60500 0.40
H -3.38430 0.06864 -1.40252 0.37
H -5.22031 1.52499 -0.82145 0.31
H -6.05317 0.15243 -0.04826 0.29
```

Values from the calculation:
Highest occupied orbital energy: -0.350 hartree
Electronic energy: -1068.6800 Ha
SMILES string: COCCCNS(=O)(=O)c1ccccc1


No. 4
# C10H15NO8Ti

A structure of composition C10H15NO8Ti in a non-equilibrium geometry (wB97M-V/def2-TZVPD, the Open Molecules 2025 dataset).

```
35
Properties=species:S:1:pos:R:3:mulliken_charge:R:1
Ti -0.09241 -0.03127 0.68520 0.10
O -1.65211 0.43423 3.42200 -0.48
C -1.10761 0.99263 2.31360 0.39
O 0.15499 1.12383 2.17770 -0.61
C -2.10621 1.40083 1.26220 -0.20
O -2.12201 0.41173 0.21780 -0.37
C -2.83191 -0.78547 0.54530 -0.30
C -2.04721 -1.72977 1.52680 0.74
O -2.67351 -2.53897 2.17350 -0.68
O -0.78181 -1.54027 1.54660 -0.43
H -0.96441 0.03653 3.97810 0.34
H -1.77741 2.32993 0.77340 0.29
H -3.11281 1.49773 1.68910 0.42
H -2.95881 -1.32457 -0.40140 0.29
H -3.81841 -0.54817 0.96630 0.30
O 0.20889 1.38183 -0.68080 -0.64
C 0.14979 0.49463 -1.57740 0.79
C 0.02279 0.64213 -3.07610 -0.61
C 0.23679 -0.79497 -3.54380 -0.39
C 0.20239 -1.63407 -2.25090 0.19
O 0.22899 -2.83967 -2.19960 -0.63
N 0.18529 -0.78287 -1.17810 0.03
H 0.74969 1.35393 -3.46760 0.32
H -0.97871 1.00403 -3.32560 0.26
H 1.21559 -0.94567 -3.99830 0.26
H -0.51761 -1.14137 -4.24670 0.33
C 3.19029 1.26513 0.65180 -1.03
C 2.94509 -0.22287 0.44980 -0.20
O 1.81579 -0.68697 1.18640 -0.29
H 4.05799 1.57023 0.07340 0.41
H 3.38349 1.47803 1.70310 0.35
H 2.31239 1.83163 0.33050 0.22
H 3.82709 -0.80967 0.74940 0.36
H 2.70889 -0.44297 -0.59600 0.15
H 1.94659 -0.44937 2.12040 0.32
```

Values from the calculation:
Highest occupied orbital energy (alpha / beta): -0.236 / -0.263 hartree
Electronic energy: -1896.2864 Ha


No. 5
# C10H16

A cluster of 2 separate species, C10H16 in total in a non-equilibrium geometry (wB97M-V/def2-TZVPD, the Open Molecules 2025 dataset).

```
26
Properties=species:S:1:pos:R:3:mulliken_charge:R:1
C 0.68111 2.83481 0.63653 -1.20
C 0.88147 0.44728 -0.00153 -0.26
C 1.49125 1.75243 -0.00103 0.70
C 1.54963 -0.55198 -0.69563 -0.28
C 2.72140 1.92611 -0.63541 -0.45
C 2.76606 -0.40726 -1.35049 -0.91
C 3.39569 0.88171 -1.25162 -0.47
H -0.07084 0.19976 0.46217 0.11
H 1.10039 -1.53580 -0.91301 0.07
H 0.78585 3.84393 0.17110 0.28
H 0.99092 3.04197 1.69433 0.18
H 3.35419 2.80607 -0.45937 0.23
H 3.20325 -1.19603 -1.94998 0.36
H 4.36165 1.05252 -1.70479 0.35
H -0.36250 2.52326 0.67118 0.28
C -1.93824 -2.01281 0.24881 0.55
C -3.04421 -1.33349 -0.60255 -1.13
C -2.08835 -1.56665 1.71530 -1.46
H -2.10396 -3.08332 0.01649 0.39
H -0.93082 -1.78320 -0.07072 -0.39
H -3.80498 -0.78434 -0.00283 0.31
H -2.72760 -2.24484 2.31160 0.37
H -1.21109 -1.49802 2.33461 0.43
H -2.69245 -0.65140 1.79120 0.33
H -2.56390 -0.64397 -1.30451 0.30
H -3.74389 -2.01672 -1.10985 0.31
```

Values from the calculation:
Multiplicity: 2
Highest occupied orbital energy (alpha / beta): 0.037 / -0.122 hartree
Electronic energy: -390.5501 Ha
<S²>: 0.761
Net charge: -1


No. 6
# C10H16

A cluster of 2 separate species, C10H16 in total in a non-equilibrium geometry (wB97M-V/def2-TZVPD, the Open Molecules 2025 dataset).

```
26
Properties=species:S:1:pos:R:3:mulliken_charge:R:1
C -0.35792 3.62543 -0.32326 -1.48
C -0.39920 3.61553 1.20287 -0.93
H -1.34404 3.46027 -0.76088 0.40
H -0.05178 4.61144 -0.69388 0.54
H 0.32449 2.87725 -0.72510 0.28
H -1.28333 4.12196 1.61974 0.33
H 0.45178 4.19556 1.57892 0.46
H -0.54350 2.61456 1.60789 0.05
C -1.33052 -0.36756 1.00450 0.05
C -2.65864 -0.92300 0.51124 -1.87
C -0.12153 -0.79484 0.20359 2.38
C 1.01214 -1.22804 0.89490 -1.90
C -0.12724 -0.90647 -1.18627 -2.42
C 2.11788 -1.70508 0.20804 0.41
C 0.96329 -1.41490 -1.87426 0.24
C 2.08026 -1.84930 -1.17770 -0.78
H -1.39634 0.72222 0.89676 -0.68
H -1.13003 -0.48993 2.06971 0.66
H -2.78886 -1.98958 0.71042 0.45
H 1.06815 -1.19505 1.97984 -0.12
H -0.98176 -0.53133 -1.73475 0.28
H 2.97748 -2.10861 0.72626 0.60
H 0.91827 -1.49319 -2.95718 0.60
H 2.91566 -2.29388 -1.69857 0.30
H -2.76307 -0.72933 -0.55376 0.26
H -3.50101 -0.38764 0.97252 0.86
```

Values from the calculation:
Multiplicity: 2
Highest occupied orbital energy (alpha / beta): 0.048 / -0.208 hartree
Electronic energy: -390.5765 Ha
<S²>: 0.751
Net charge: -1


No. 7
# C10H16

A cluster of 2 separate species, C10H16 in total in a non-equilibrium geometry (wB97M-V/def2-TZVPD, the Open Molecules 2025 dataset).

```
26
Properties=species:S:1:pos:R:3:mulliken_charge:R:1
C 1.77815 3.00299 1.46926 -0.86
C 2.21368 1.59596 1.80964 -0.62
H 0.73564 3.06411 1.16034 0.23
H 1.87366 3.67923 2.32921 0.35
H 2.39055 3.43085 0.66979 0.23
H 3.20014 1.61765 2.28814 0.32
H 1.53172 1.02031 2.43771 0.23
H 2.29353 0.95288 0.93251 0.06
C -2.14165 -1.88251 0.12075 -0.64
C -2.43335 -3.13333 -0.73364 -1.13
C -1.07644 -0.97774 -0.47308 0.13
C 0.19080 -1.45422 -0.71827 -0.12
C -1.41031 0.35996 -0.79727 -0.49
C 1.21850 -0.56753 -1.23222 -0.93
C -0.33578 1.30907 -1.05049 -0.85
C 0.91222 0.80308 -1.31197 -0.14
H -3.08298 -1.34246 0.23228 0.27
H -1.77503 -2.22241 1.09169 0.27
H -2.72661 -2.83853 -1.74295 0.31
H 0.42632 -2.50400 -0.56686 0.30
H -2.44056 0.64455 -1.00901 0.27
H 2.25328 -0.86997 -1.13537 0.30
H -0.65853 2.32739 -1.23562 0.41
H 1.77498 1.46256 -1.40887 0.46
H -3.18440 -3.75264 -0.25079 0.35
H -1.52755 -3.72525 -0.87491 0.28
```

Values from the calculation:
Multiplicity: 2
Highest occupied orbital energy (alpha / beta): 0.023 / -0.118 hartree
Electronic energy: -390.5705 Ha
<S²>: 0.762
Net charge: -1


No. 8
# C10H16

A cluster of 2 separate species, C10H16 in total in a non-equilibrium geometry (wB97M-V/def2-TZVPD, the Open Molecules 2025 dataset).

```
26
Properties=species:S:1:pos:R:3:mulliken_charge:R:1
C -1.70840 -1.72542 -0.23101 -0.32
C -1.62869 -2.83473 -1.27998 -1.07
H -2.28667 -2.00227 0.64657 0.36
H -0.73264 -1.30350 -0.01334 -0.04
H -2.18442 -0.93233 -0.80109 0.17
H -1.15158 -3.79031 -1.05047 0.32
H -0.97835 -2.47158 -2.09027 0.28
H -2.58860 -3.04949 -1.75201 0.31
C 2.30136 0.77441 -0.33465 -0.93
C 2.74426 -0.53177 0.34459 -1.08
C 0.92483 1.18657 0.11684 0.93
C 0.77558 1.59199 1.44331 -0.46
C -0.14187 1.12720 -0.77412 -0.47
C -0.53611 1.80169 1.87335 -0.61
C -1.36906 1.63590 -0.36598 -0.53
C -1.57869 1.92351 0.98373 -0.49
H 3.08322 1.51956 -0.13434 0.33
H 2.41634 0.66194 -1.41989 0.37
H 2.76145 -0.36253 1.42164 0.32
H 1.60906 1.98137 2.01373 0.43
H -0.00222 0.78974 -1.79294 0.35
H -0.69687 1.99000 2.93155 0.38
H -2.11663 2.00951 -1.04768 0.40
H -2.56396 2.28010 1.25694 0.41
H 3.61011 -0.90568 -0.20733 0.36
H 2.03855 -1.36389 0.26285 0.27
```

Values from the calculation:
Highest occupied orbital energy: -0.330 hartree
Electronic energy: -390.5978 Ha
SMILES string: CCc1ccccc1.CC


No. 9
# C10H16

A cluster of 2 separate species, C10H16 in total in a non-equilibrium geometry (wB97M-V/def2-TZVPD, the Open Molecules 2025 dataset).

```
26
Properties=species:S:1:pos:R:3:mulliken_charge:R:1
C 3.15426 -1.42256 0.98624 -0.63
C 2.85448 -0.32753 2.02455 -0.80
H 3.55639 -0.93360 0.08702 0.24
H 3.87171 -2.19588 1.22430 0.35
H 2.16472 -1.77402 0.66986 0.06
H 2.06749 -0.60887 2.74015 0.26
H 2.41903 0.55003 1.54094 0.21
H 3.73227 -0.06868 2.61062 0.32
C -0.63450 -1.22957 -0.98055 0.09
C -1.43379 -2.17356 -0.09607 -1.29
C -1.07607 0.25129 -0.94022 0.33
C -0.07483 1.25861 -0.98207 -0.43
C -2.38774 0.65380 -0.83055 -0.15
C -0.45322 2.54223 -0.66533 -0.60
C -2.78596 1.96004 -0.52313 -0.62
C -1.77561 2.94667 -0.59760 -0.40
H 0.37629 -1.03683 -0.65154 -0.10
H -0.84651 -1.59438 -1.99491 0.20
H -1.44595 -1.77307 0.91527 0.37
H 0.92484 0.90577 -1.19960 0.51
H -3.16828 -0.06247 -1.11578 0.32
H 0.30274 3.30939 -0.47917 0.33
H -3.71831 2.40085 -0.20922 0.37
H -2.10877 3.89556 -1.02417 0.33
H -1.02510 -3.18904 -0.14036 0.34
H -2.48960 -2.28420 -0.36867 0.38
```

Values from the calculation:
Highest occupied orbital energy: -0.314 hartree
Electronic energy: -390.5662 Ha
SMILES string: CCc1ccccc1.CC


No. 10
# C10H16

A cluster of 2 separate species, C10H16 in total in a non-equilibrium geometry (wB97M-V/def2-TZVPD, the Open Molecules 2025 dataset).

```
26
Properties=species:S:1:pos:R:3:mulliken_charge:R:1
C -0.89571 0.98966 -2.24873 -1.15
C -0.70099 0.20685 -3.60884 -0.99
C -0.68952 -0.00517 -1.20719 0.74
C 0.67328 -0.33151 -0.85525 -0.55
C -1.75512 -0.51445 -0.59852 -0.51
C 0.77072 -1.36498 0.00826 -0.17
C -1.57777 -1.68249 0.21094 -0.75
C -0.28986 -1.99704 0.62052 -0.23
H -0.12178 1.68082 -2.01815 0.36
H -1.70359 1.53554 -2.44073 0.63
H -1.37162 0.65394 -4.37597 0.30
H 1.49625 0.37301 -1.06423 0.34
H -2.71505 -0.19159 -0.82240 0.48
H 1.88629 -1.66611 0.40530 0.19
H -2.37952 -2.05089 0.73922 0.42
H -0.11365 -2.73982 1.49982 0.29
H -0.73694 -0.91840 -3.52066 0.28
H 0.25728 0.30026 -4.09629 0.31
C 0.97940 1.61441 2.56364 -0.50
C 1.52452 0.35449 3.34807 -0.72
H 1.09750 1.32846 1.59119 -0.04
H -0.20607 1.86677 2.70710 0.20
H 1.49729 2.50833 2.70609 0.37
H 1.66391 0.68610 4.39557 0.29
H 0.90627 -0.51195 3.16621 0.19
H 2.50447 -0.12423 2.89503 0.21
```

Values from the calculation:
Highest occupied orbital energy: -0.327 hartree
Electronic energy: -390.5290 Ha
SMILES string: CCc1ccccc1.CC


No. 11
# C10H16

A cluster of 2 separate species, C10H16 in total in a non-equilibrium geometry (wB97M-V/def2-TZVPD, the Open Molecules 2025 dataset).

```
26
Properties=species:S:1:pos:R:3:mulliken_charge:R:1
C 1.59517 -2.38635 1.14399 -1.46
C -0.91651 -0.29954 3.00855 -0.41
C -2.10791 -0.60363 2.36465 -0.51
C 0.24202 -0.94421 2.60319 -0.44
C 0.26197 -1.81581 1.50804 0.83
C -2.10255 -1.51497 1.32940 -0.42
C -0.92479 -2.06176 0.82579 -0.42
H -0.74940 0.41484 3.80685 0.37
H -3.02197 -0.10198 2.62156 0.39
H 1.15490 -0.78310 3.15431 0.36
H -3.05544 -1.80634 0.89951 0.35
H 1.54256 -3.13226 0.36276 0.39
H 2.06501 -2.88488 1.99239 0.34
H -0.84940 -2.56913 -0.12720 0.34
H 2.30908 -1.66636 0.73583 0.30
C 0.27223 1.64761 -2.79188 -0.28
C -0.64993 2.73161 -2.26008 -1.04
C 1.69816 1.64180 -2.19865 -1.05
H -0.16201 0.66243 -2.64539 0.28
H 0.37092 1.69954 -3.88354 0.31
H -1.36775 3.00023 -3.04060 0.30
H 1.44200 1.44090 -1.15250 0.24
H -0.26941 3.66932 -1.85567 0.33
H -1.26110 2.32082 -1.44786 0.27
H 2.27457 0.77868 -2.52952 0.31
H 2.20956 2.56253 -2.42391 0.34
```

Values from the calculation:
Highest occupied orbital energy: -0.333 hartree
Electronic energy: -390.6104 Ha
SMILES string: Cc1ccccc1.CCC


No. 12
# C10H16

A structure of composition C10H16 in a non-equilibrium geometry (wB97M-V/def2-TZVPD, the Open Molecules 2025 dataset).

```
26
Properties=species:S:1:pos:R:3:mulliken_charge:R:1
C 0.10361 -1.61483 -0.17157 0.68
C 0.45403 0.77151 -0.32529 1.55
C -1.23314 -1.44943 0.02450 -0.45
C 0.83203 -0.56850 -0.96900 -1.08
C -1.92951 -0.29789 -0.62646 -0.76
C 0.89815 -2.58023 0.64522 -1.38
C 1.41525 1.14075 0.79320 -1.86
C 0.36054 1.89944 -1.34693 -1.70
C -1.12218 0.55522 0.30424 0.50
C -1.53907 1.21954 1.37903 -1.10
H -1.80743 -2.13624 0.62957 0.34
H 1.91330 -0.72522 -0.95519 0.46
H 0.49328 -0.59856 -2.00814 0.36
H -2.99031 -0.25837 -0.39762 0.39
H -1.72634 -0.15341 -1.68705 0.16
H 1.69642 -3.03629 0.04926 0.35
H 1.35210 -2.06745 1.49175 0.22
H 0.26037 -3.38302 1.03937 0.37
H 2.41488 1.30147 0.39519 0.47
H 0.03820 2.82168 -0.86714 0.36
H 1.10021 2.06071 1.28537 0.38
H 1.46638 0.37117 1.55733 0.38
H 1.33733 2.07059 -1.80557 0.43
H -0.34603 1.66355 -2.14032 0.36
H -2.38652 0.88406 1.95728 0.32
H -1.05555 2.10972 1.74894 0.24
```

Values from the calculation:
Highest occupied orbital energy: -0.278 hartree
Electronic energy: -390.5498 Ha